Record 1
DFT (wB97M-V/def2-TZVPD) results for a molecular structure, C17H25F3IrN6O8.

Results
Calculated total energy (Ha): -1996.64469
Frontier orbital gap (spin up / spin down) (hartree): 0.306 / 0.227
Expectation value of S²: 8.76

ORCA input file:
```
! RIJCOSX wB97M-V def2-TZVPD def2/J DEFGRID3
* xyz 2 6
Ir -0.487 1.690 -0.747
F -2.626 3.303 -4.676
F -3.469 4.460 -3.043
F -1.609 5.082 -3.971
O -4.750 2.880 0.021
O 1.209 1.256 -2.265
O -2.088 2.072 -2.236
O -2.506 2.844 0.605
O 0.919 -1.049 1.510
O -0.527 3.582 -2.047
O 1.398 3.777 0.762
O 4.642 -1.734 -0.965
N 1.132 0.120 -0.417
N -2.127 -2.088 3.978
N 2.795 -1.363 0.272
N -1.544 -1.502 6.124
N -1.731 -0.265 -0.623
N 0.063 -1.489 4.484
C 0.693 3.018 0.349
C -1.197 -1.699 4.851
C 4.104 0.781 -2.328
C -3.158 -0.543 1.430
C -3.026 -0.187 -0.003
C -2.336 4.042 -3.615
C 2.744 -1.182 -3.202
C -1.915 -2.515 2.590
C -1.586 3.181 -2.578
C 1.775 0.391 -1.555
C 4.483 1.668 -1.150
C 3.583 -1.179 -0.860
C -3.074 -2.076 1.703
C 1.687 -2.248 -2.955
C 3.047 -0.281 -1.980
C -3.640 2.860 0.307
C 1.576 -0.775 0.516
H -2.477 -1.690 6.450
H 2.433 -0.517 -4.011
H -0.870 -1.213 6.811
H 3.610 2.179 -0.731
H -2.991 -2.620 0.760
H -4.011 -2.421 2.146
H -1.811 -0.504 -1.611
H 1.527 -2.831 -3.861
H 0.721 -1.809 -2.682
H -1.133 -0.962 -0.178
H -3.866 -0.042 -0.664
H 4.977 0.251 -2.707
H -0.983 -2.092 2.222
H -3.041 -2.284 4.359
H 0.382 -1.603 3.532
H -1.819 -3.602 2.566
H 1.985 -2.948 -2.172
H 0.747 -1.214 5.167
H 3.689 -1.636 -3.496
H -4.118 -0.164 1.779
H 4.968 1.099 -0.355
H 3.134 -2.004 0.978
H 3.701 1.382 -3.144
H -2.387 -0.027 2.019
H 5.181 2.440 -1.467
*
```



Record 2
DFT (wB97M-V/def2-TZVPD) results for C17H25F3N4O3 in the gas phase.

Results
SMILES: CCCNC(=O)[C@H](c1n[nH]cc1C)N1CC[C@@H](C(F)(F)F)C[C@H]1C(=O)OC
Calculated total energy (Ha): -1407.19623
Frontier orbital gap (hartree): 0.347

ORCA input file:
```
! RIJCOSX wB97M-V def2-TZVPD def2/J DEFGRID3
* xyz 0 1
F 3.596 2.062 5.233
F 2.602 0.243 5.852
F 4.409 0.139 4.667
O 2.539 3.232 -0.457
O 4.224 1.753 -0.324
O 0.685 1.407 -2.203
N 0.401 -3.370 -1.133
N 1.994 0.149 0.817
N -0.645 0.850 -0.451
N 0.187 -2.059 -0.974
C 2.408 -2.527 -0.884
C -2.144 2.794 -0.119
C 2.423 0.849 3.575
C 3.155 2.165 0.048
C 1.714 -3.694 -1.088
C 1.194 -0.458 1.865
C 0.501 0.787 -1.169
C -1.068 3.861 -0.257
C 3.157 1.558 2.443
C 1.396 -1.540 -0.824
C 3.160 3.816 -1.610
C 2.004 -0.556 3.150
C -1.831 1.541 -0.928
C 1.625 -0.081 -0.582
C 3.881 -2.303 -0.775
C 3.261 0.822 4.828
C 2.331 1.528 1.157
H -0.382 -3.979 -1.287
H -2.271 2.519 0.933
H 2.886 -1.174 2.969
H -0.966 4.173 -1.298
H 4.176 4.130 -1.378
H 4.408 -3.225 -0.535
H 3.173 3.090 -2.422
H 1.410 -1.026 3.936
H 4.289 -1.916 -1.711
H 0.863 -1.444 1.543
H -1.305 4.741 0.341
H 4.099 -1.567 0.000
H -0.095 3.483 0.064
H -0.760 0.175 0.285
H -2.672 0.844 -0.897
H 0.293 0.144 2.101
H 2.050 -4.711 -1.204
H -3.108 3.185 -0.457
H 4.106 1.060 2.235
H -1.649 1.803 -1.970
H 1.416 2.130 1.287
H 2.497 0.200 -1.177
H 1.526 1.421 3.839
H 2.544 4.668 -1.877
H 3.368 2.593 2.720
*
```



Record 3
DFT (wB97M-V/def2-TZVPD) results for a molecular structure, C17H25F3N9O2SbV.

Results
Calculated total energy (Ha): -2790.05987
Frontier orbital gap (spin up / spin down) (hartree): 0.284 / 0.309
Expectation value of S²: 2.04

ORCA input file:
```
! RIJCOSX wB97M-V def2-TZVPD def2/J DEFGRID3
* xyz -1 3
Sb -3.088 0.872 -1.698
V 0.991 -0.536 0.932
F -1.935 2.551 3.025
F -0.235 2.469 4.354
F -1.516 0.740 4.122
O -0.375 1.472 1.154
O 0.899 0.483 2.654
N 3.096 -2.489 2.083
N -2.352 -2.957 1.539
N -2.879 -1.821 1.018
N -0.740 -1.610 0.847
N 1.798 -2.306 1.686
N 3.207 -3.653 2.598
N -0.137 -3.720 1.814
N 2.021 -4.308 2.585
N -1.976 -1.030 0.605
C 2.385 3.000 0.784
C 4.202 0.422 1.120
C -0.960 1.764 3.471
C -4.435 1.564 -3.245
C -4.651 0.833 -0.238
C 0.479 2.582 -1.630
C 2.275 1.728 0.007
C 1.384 1.529 -1.083
C -0.081 1.245 2.321
C 2.484 -0.449 -0.655
C -3.241 -1.173 -2.342
C 3.258 -1.663 -1.082
C -1.054 -2.782 1.422
C 1.498 0.208 -1.487
C 0.791 -0.459 -2.627
C 2.993 0.548 0.242
C 1.199 -3.443 2.027
H -4.263 0.532 0.732
H -0.504 -4.516 2.307
H -5.086 1.831 -0.167
H 1.427 3.521 0.821
H 3.951 -1.409 -1.892
H -0.192 -0.025 -2.813
H -4.695 2.611 -3.084
H 1.054 3.439 -1.995
H -5.350 0.968 -3.244
H 4.143 -0.400 1.830
H -3.998 -1.684 -1.747
H 4.368 1.348 1.672
H 0.648 -1.524 -2.437
H -0.218 2.942 -0.870
H -5.421 0.125 -0.549
H 2.612 -2.465 -1.447
H 2.707 2.813 1.809
H -0.123 2.206 -2.456
H 1.372 -0.373 -3.551
H -3.523 -1.196 -3.396
H 3.109 3.688 0.334
H 3.838 -2.074 -0.257
H 5.094 0.247 0.509
H -3.959 1.476 -4.223
H -2.294 -1.692 -2.208
*
```



Record 4
DFT (wB97M-V/def2-TZVPD) results for a molecular structure, C17H25F5NO3P2Yb.

Results
Calculated total energy (Ha): -3283.89533
Frontier orbital gap (spin up / spin down) (hartree): 0.277 / 0.276
Expectation value of S²: 0.75

ORCA input file:
```
! RIJCOSX wB97M-V def2-TZVPD def2/J DEFGRID3
* xyz 0 2
Yb 0.000 -0.090 0.124
P 2.056 1.279 0.219
P -2.166 -0.877 -0.809
F 0.342 -2.318 6.552
F -0.500 1.821 3.017
F 0.379 -2.867 3.845
F -0.054 0.276 7.393
F -0.444 2.308 5.574
O 0.512 -3.755 -0.476
O 0.007 -0.894 2.122
O -0.547 -3.558 -2.939
N -0.049 0.939 -1.978
C -0.264 0.750 3.841
C 0.163 -1.330 5.651
C 0.174 -1.615 4.307
C 2.352 2.202 1.750
C 0.062 1.986 -4.546
C 0.805 1.942 -2.254
C 0.895 2.490 -3.537
C -0.250 1.032 5.178
C -0.817 0.937 -4.241
C -0.043 -0.010 6.082
C 3.620 0.476 -0.242
C -0.828 0.412 -2.942
C 1.645 2.527 -1.099
C -0.036 -0.576 3.358
C -1.717 -0.795 -2.603
C -3.583 0.209 -0.475
C -2.643 -2.570 -0.403
H 0.334 -3.924 0.466
H -2.888 -2.616 0.680
H 3.815 -0.320 0.511
H 4.433 1.224 -0.266
H 1.044 3.299 -0.570
H -1.785 -3.255 -0.580
H -1.198 -1.780 -2.833
H -3.768 0.212 0.623
H 1.104 -1.626 -0.841
H -4.454 -0.184 -1.030
H 0.837 -2.734 -0.546
H 0.228 -3.565 -3.521
H -2.692 -0.734 -3.124
H 3.471 -0.030 -1.217
H 1.441 2.773 2.025
H 3.229 2.863 1.638
H -1.502 0.510 -4.981
H -3.330 1.247 -0.775
H -3.510 -2.848 -1.027
H 2.514 1.467 2.567
H 2.604 2.961 -1.438
H 1.607 3.306 -3.708
H 0.099 2.407 -5.556
H -1.011 1.578 0.642
H -0.192 -3.859 -2.059
*
```



Record 5
DFT (wB97M-V/def2-TZVPD) results for a molecular structure, C17H25FIrN2S4SbSi2.

Results
Calculated total energy (Ha): -3388.74520
Frontier orbital gap (spin up / spin down) (hartree): 0.215 / 0.206
Expectation value of S²: 0.76

ORCA input file:
```
! RIJCOSX wB97M-V def2-TZVPD def2/J DEFGRID3
* xyz -1 2
Ir 2.219 -0.767 -0.534
Sb 5.559 -1.654 -1.399
S 5.944 -3.875 -1.596
S 4.014 -1.468 0.582
S 3.344 -1.288 -2.465
S 0.153 -1.731 -1.055
Si 1.720 1.956 -2.257
Si -2.825 -2.539 0.636
F 2.714 2.292 1.520
N 1.577 1.127 -0.716
N 0.985 -0.993 1.205
C 3.506 2.345 -2.652
C -3.360 -1.500 -0.832
C 0.791 1.688 0.294
C 1.056 -0.761 2.511
C -0.009 -1.047 3.340
C -0.127 -1.527 0.656
C -1.164 -1.579 2.774
C -2.509 -4.307 0.102
C -4.179 -2.500 1.939
C 0.634 2.869 2.423
C 1.373 2.286 1.412
C -0.606 1.697 0.245
C 0.810 3.606 -2.089
C 0.903 1.007 -3.649
C -1.262 -1.839 1.412
C -1.370 2.268 1.251
C -0.751 2.860 2.343
H -4.271 -1.509 2.391
H 3.906 3.062 -1.932
H -2.860 -1.811 -1.749
H -3.396 -4.737 -0.370
H -4.002 -3.222 2.739
H -2.450 2.250 1.180
H -1.689 -4.351 -0.616
H -0.263 3.505 -2.269
H 3.597 2.776 -3.653
H -2.241 -4.932 0.956
H -1.339 3.309 3.133
H -4.439 -1.593 -0.977
H 1.208 4.301 -2.833
H 0.058 -0.849 4.400
H -5.140 -2.746 1.481
H 1.158 3.318 3.257
H -1.077 1.224 -0.609
H 4.110 1.438 -2.614
H 0.808 1.653 -4.526
H 1.992 -0.347 2.865
H -2.010 -1.788 3.420
H -0.097 0.676 -3.358
H 1.485 0.129 -3.930
H 0.942 4.061 -1.106
H -3.128 -0.444 -0.679
*
```



Record 6
DFT (wB97M-V/def2-TZVPD) results for a molecular structure, C17H25I2IrNO3RuS2.

Results
Calculated total energy (Ha): -2532.35783
Frontier orbital gap (spin up / spin down) (hartree): 0.240 / 0.155
Expectation value of S²: 24.81

ORCA input file:
```
! RIJCOSX wB97M-V def2-TZVPD def2/J DEFGRID3
* xyz 4 10
Ir -0.215 -0.716 0.559
I -3.883 1.874 -0.415
I -0.982 1.589 2.685
Ru -1.670 -0.331 -1.532
S -2.303 -0.110 0.933
S -0.533 1.622 -0.618
O -3.541 -2.646 -2.082
O -0.627 -0.721 -4.305
O 0.129 -3.628 -0.298
N 1.969 -0.819 0.658
C 0.432 2.844 -1.726
C 4.734 -1.026 0.572
C -2.834 -1.728 -1.878
C -1.048 -0.540 -3.225
C 6.222 -1.165 0.484
C 2.599 -1.576 1.576
C -0.566 3.964 -2.037
C -3.600 -0.727 3.342
C 4.058 -0.243 -0.336
C -0.049 -2.511 0.069
C -3.572 -1.250 1.905
C 0.925 2.174 -2.985
C 4.009 -1.658 1.583
C 1.569 3.305 -0.830
C 2.660 -0.173 -0.284
C -4.921 -1.078 1.209
C -2.997 -2.649 1.759
H 6.549 -2.196 0.273
H 4.570 0.331 -1.092
H 1.537 2.913 -3.578
H -2.610 -0.787 3.808
H -5.656 -1.704 1.738
H -3.948 0.316 3.370
H 2.209 4.006 -1.375
H -5.265 -0.034 1.230
H -4.884 -1.412 0.165
H 0.062 1.851 -3.603
H -1.445 3.584 -2.569
H -0.078 4.711 -2.680
H -3.107 -2.981 0.712
H -0.904 4.462 -1.121
H 6.615 -0.528 -0.317
H 1.175 3.813 0.058
H -4.311 -1.348 3.914
H 4.502 -2.208 2.380
H -3.565 -3.337 2.419
H 2.094 0.376 -1.019
H 1.983 -2.129 2.281
H 6.702 -0.856 1.422
H -1.918 -2.655 2.049
H 2.177 2.448 -0.513
H 1.549 1.291 -2.733
*
```



Record 7
DFT (wB97M-V/def2-TZVPD) results for C17H25N3O4S in the gas phase.

Results
SMILES: O=[N+]([O-])c1ccc(N2CCCCCC2)c(S(=O)(=O)N2CCCCC2)c1
Calculated total energy (Ha): -1526.09577
Frontier orbital gap (hartree): 0.288

ORCA input file:
```
! RIJCOSX wB97M-V def2-TZVPD def2/J DEFGRID3
* xyz 0 1
S 0.250 1.041 0.612
O -4.492 -2.813 -0.427
O 0.510 1.309 1.999
O 1.359 1.136 -0.302
O -4.528 -0.825 0.402
N -3.941 -1.810 -0.010
N -1.019 2.002 0.127
N 1.653 -1.784 0.185
C -0.338 4.352 0.403
C -0.260 3.276 -1.848
C -0.468 -0.602 0.398
C -1.151 2.158 -1.307
C -1.244 3.218 0.882
C -1.840 -0.637 0.387
C -2.519 -1.785 -0.012
C 4.228 -0.169 0.208
C 2.480 -2.509 -0.754
C 3.773 -1.063 1.361
C -0.539 4.574 -1.094
C 2.265 -1.302 1.416
C 4.495 -0.958 -1.071
C -0.422 -2.861 -0.429
C 3.222 -1.533 -1.681
C 0.302 -1.738 0.047
C -1.790 -2.892 -0.451
H 2.542 -0.714 -1.921
H 3.466 0.585 0.017
H -2.298 3.492 0.763
H -1.569 4.891 -1.279
H 3.189 -3.148 -0.221
H 4.314 -2.012 1.324
H 3.474 -2.055 -2.606
H -1.049 2.979 1.927
H 5.149 0.340 0.498
H 4.961 -0.297 -1.805
H 1.782 -0.378 1.723
H -0.563 5.261 0.962
H -2.204 2.369 -1.522
H -0.885 1.201 -1.761
H 0.112 -3.749 -0.725
H 2.070 -2.053 2.199
H -0.445 3.403 -2.916
H -2.401 0.243 0.659
H 4.031 -0.587 2.309
H 0.781 2.984 -1.706
H 0.126 5.363 -1.450
H 1.852 -3.144 -1.376
H 5.200 -1.768 -0.862
H 0.699 4.072 0.598
H -2.323 -3.772 -0.778
*
```



Record 8
DFT (wB97M-V/def2-TZVPD) results for a molecular structure, C17H25N4OPtS.

Results
Calculated total energy (Ha): -1474.31169
Frontier orbital gap (hartree): 0.286

ORCA input file:
```
! RIJCOSX wB97M-V def2-TZVPD def2/J DEFGRID3
* xyz 1 1
Pt 0.651 -0.654 -0.767
S 4.370 1.709 -1.175
O 0.792 -2.433 -2.973
N -1.028 -1.122 0.506
N -2.772 -1.020 2.056
N -0.955 0.385 2.301
N 0.377 1.547 -1.146
C -1.565 -0.596 1.580
C -3.636 -1.824 1.213
C 2.712 1.267 -1.190
C 1.467 -3.581 -1.119
C 0.902 -2.322 -1.684
C 1.635 3.563 -1.419
C -1.726 1.473 2.888
C 0.453 4.271 -1.547
C 0.456 0.680 2.145
C -3.000 -1.186 3.487
C 4.834 0.082 -0.955
C 0.302 -1.365 -3.818
C -0.754 2.230 -1.312
C 1.571 2.186 -1.246
C 3.770 -0.774 -0.896
C -0.764 3.597 -1.518
C 2.522 -0.102 -1.052
H 2.541 -3.397 -1.034
H 3.885 -1.834 -0.742
H -1.517 1.569 3.955
H -4.661 -1.727 1.569
H -3.604 -1.466 0.185
H -1.520 -1.962 0.237
H -1.457 2.412 2.399
H -1.670 1.656 -1.247
H 0.826 1.096 3.083
H -2.157 -0.800 4.052
H -3.112 -2.248 3.720
H -0.566 -1.764 -4.335
H 1.318 -4.446 -1.763
H -3.907 -0.666 3.799
H -2.790 1.306 2.749
H 2.592 4.063 -1.480
H 1.097 -1.141 -4.523
H 0.641 1.411 1.355
H 1.014 -0.232 1.935
H 0.060 -0.494 -3.215
H 5.879 -0.163 -0.857
H 1.085 -3.761 -0.117
H -3.370 -2.887 1.238
H -1.702 4.120 -1.635
H 0.479 5.343 -1.686
*
```



We obtain F_max values of 0.7; 0.2; 1.3; 3.4; 0.5; 9.2; 1.7; 1.1 eV/A for the records listed above, in that order.
We obtain relative energy (zero: lowest compared OMol25 entry of this formula, charge and spin) values of 0.0; 4.6; 38.2; 22.7; 0.0; 0.0; 118.7; 0.0 kcal per mole for the records listed above, in that order.